No. 1
Below is a molecular structure, C33H37IrN5O3P2S4, with properties calculated with wB97M-V/def2-TZVPD.

Cartesian coordinates (Å):
Ir  -1.2456  -0.0110  -1.1585
C  -2.7987  1.6020  1.2665
P  -1.4256  0.4369  1.0647
C  0.0190  1.4260  1.5489
N  0.0896  1.9507  2.7473
C  1.2087  2.6562  3.0367
C  1.3472  3.2520  4.3154
C  2.4810  3.9449  4.6092
C  3.5264  4.0750  3.6547
C  3.4215  3.5136  2.4196
C  2.2495  2.7912  2.0824
N  2.1399  2.2405  0.8499
C  1.0347  1.5899  0.5855
P  0.8338  0.7997  -1.0669
C  2.2856  -0.2593  -1.1225
C  1.0884  2.0984  -2.3606
C  0.0067  3.1684  -2.1942
C  2.4830  2.7289  -2.2234
C  1.0017  1.4477  -3.7479
C  -1.6862  -0.8639  2.3382
C  -2.6970  -1.8507  1.7378
C  -0.3331  -1.5170  2.6307
C  -2.2558  -0.2848  3.6365
H  -2.7462  2.0491  2.2580
H  -3.7496  1.0847  1.1392
H  -2.7290  2.3782  0.5063
H  0.5414  3.1377  5.0278
H  2.5954  4.4036  5.5822
H  4.4160  4.6304  3.9199
H  4.2050  3.6016  1.6792
H  3.1345  0.3837  -0.8835
H  2.4069  -0.7031  -2.1087
H  2.2109  -1.0640  -0.3975
H  0.0935  3.6848  -1.2348
H  -0.9990  2.7535  -2.2781
H  0.1268  3.9114  -2.9850
H  2.6657  3.1597  -1.2423
H  2.5452  3.5237  -2.9696
H  3.2725  2.0115  -2.4487
H  -0.0055  1.1502  -4.0118
H  1.6627  0.5840  -3.8442
H  1.3272  2.1858  -4.4837
H  -2.3989  -2.2049  0.7495
H  -3.6865  -1.3951  1.6560
H  -2.7853  -2.7215  2.3889
H  0.2034  -1.7796  1.7219
H  -0.4835  -2.4295  3.2124
H  0.2979  -0.8457  3.2171
H  -3.2565  0.1257  3.4992
H  -1.6127  0.4855  4.0605
H  -2.3327  -1.1038  4.3554
S  0.5022  -5.8935  2.5959
C  0.5935  -4.8061  1.3831
S  -0.7195  -4.3597  0.3241
C  0.2532  -3.1132  -0.3856
N  1.4565  -3.0676  0.0676
N  1.6516  -3.9983  1.0382
C  2.9257  -3.9944  1.7005
C  3.6833  -5.1510  1.7354
C  4.9170  -5.1229  2.3679
C  5.3802  -3.9498  2.9469
C  4.6117  -2.7954  2.8954
C  3.3732  -2.8157  2.2734
S  -0.3539  -2.0787  -1.6721
H  3.3075  -6.0571  1.2812
H  5.5189  -6.0210  2.4051
H  6.3440  -3.9350  3.4381
H  4.9727  -1.8808  3.3471
H  2.7553  -1.9275  2.2297
O  -2.2230  -2.0898  -4.5070
S  -2.2264  -0.6791  -4.7034
O  -1.4038  -0.0796  -5.7028
N  -1.9244  0.0999  -3.2311
C  -3.0224  0.6969  -2.7931
O  -2.9749  1.1624  -1.6049
C  -4.1936  0.6856  -3.6676
C  -5.4345  1.2702  -3.5031
C  -6.3645  1.0947  -4.5207
C  -6.0497  0.3551  -5.6597
C  -4.7984  -0.2348  -5.8223
C  -3.8897  -0.0522  -4.8044
H  -5.6644  1.8450  -2.6161
H  -7.3465  1.5387  -4.4318
H  -6.7943  0.2339  -6.4350
H  -4.5573  -0.8122  -6.7044

**LUMO level**: -0.1477 Eh
**Frontier orbital gap**: 6.244 eV
**Total charge**: +1
**E_HOMO**: -10.263 eV
**Energy above the lowest of the compared OMol25 structures with the same formula, charge and spin**: 0.457 eV

---

No. 2
Below is a molecular structure, C33H37MoN14O, with properties calculated with wB97M-V/def2-TZVPD.

Cartesian coordinates (Å):
Mo  -0.2679  -0.0686  1.0745
C  -1.7127  -4.4074  -2.2657
N  -1.4443  -3.5466  -1.0745
C  -0.6968  -2.4694  -0.9497
N  -0.8404  -1.9755  0.2941
C  -1.7125  -2.8658  0.8886
N  -2.0910  -3.8100  0.0847
C  -1.0113  -3.8641  -3.4785
C  -0.0813  -4.6227  -4.1812
C  0.6375  -4.0533  -5.2263
C  0.5056  -2.7030  -5.5143
C  -0.4226  -1.9457  -4.8063
C  -1.2260  -2.5444  -3.8450
C  -0.4350  -0.4804  -4.8158
N  -1.3629  0.3088  -4.4076
N  -0.7529  1.5449  -4.2107
C  0.4894  1.4095  -4.5280
O  0.7595  0.1578  -4.9497
C  1.6094  2.2819  -4.1523
C  1.6687  3.6462  -4.4080
C  2.6666  4.3980  -3.8022
C  3.5464  3.8134  -2.8965
C  3.4770  2.4496  -2.6383
C  4.3120  1.7861  -1.5624
N  3.4313  0.8548  -0.8166
C  2.3763  1.1586  -0.0904
N  1.6675  0.0443  0.1515
C  2.3947  -0.9345  -0.4904
N  3.4519  -0.4704  -1.0871
C  2.5370  1.6836  -3.3096
H  -2.7979  -4.4224  -2.3637
H  -1.3740  -5.4080  -2.0059
H  -0.1039  -2.0473  -1.7433
H  -2.0487  -2.7901  1.9107
H  0.0885  -5.6590  -3.9160
H  1.3387  -4.6555  -5.7870
H  1.1269  -2.2437  -6.2717
H  -1.9627  -1.9345  -3.3341
H  0.9530  4.1119  -5.0726
H  2.7424  5.4560  -4.0126
H  4.2829  4.4291  -2.3942
H  4.7222  2.5081  -0.8590
H  5.1226  1.1686  -1.9449
H  2.1271  2.1585  0.2225
H  2.1293  -1.9787  -0.4999
H  2.4792  0.6137  -3.1467
N  -2.0478  2.9220  -2.1077
N  -1.4288  2.8229  -0.9244
N  -1.4421  3.8150  -0.0540
C  -0.8313  3.2973  1.0020
N  -0.4413  2.0487  0.7559
N  -0.8420  1.7484  -0.4957
H  -2.3215  3.8872  -2.2525
H  -1.5257  2.4674  -2.8929
H  -0.6723  3.8289  1.9259
C  -4.5061  0.9991  2.0256
C  -3.3519  0.8747  2.9722
C  -3.4132  1.3921  4.2705
C  -2.3599  1.2801  5.1731
C  -2.4738  1.8357  6.5617
C  -1.1803  0.6310  4.7860
C  -1.0981  0.0645  3.5245
C  -2.1838  0.2110  2.6334
N  0.0383  -0.5045  2.9061
C  1.1697  -1.1867  3.6453
C  0.6721  -1.8527  4.9327
C  1.7093  -2.2782  2.7272
C  2.2336  -0.1256  3.9267
H  -5.3841  0.4892  2.4238
H  -4.2830  0.5706  1.0479
H  -4.7797  2.0463  1.8910
H  -4.3209  1.8922  4.5878
H  -3.3430  2.4807  6.6643
H  -1.5841  2.4055  6.8298
H  -2.5712  1.0209  7.2819
H  -0.3487  0.6013  5.4716
H  -2.2165  -0.3356  1.6671
H  -0.2971  -2.3339  4.7989
H  0.6220  -1.1748  5.7787
H  1.3878  -2.6304  5.1971
H  0.9735  -3.0681  2.5700
H  2.5852  -2.7254  3.1956
H  2.0278  -1.8823  1.7663
H  1.8238  0.7198  4.4798
H  2.6876  0.2369  3.0026
H  3.0189  -0.5734  4.5360

**LUMO level (spin up / spin down)**: -0.3866 / -0.3672 Eh
**Expectation value of S²**: 2.2927
**Spin multiplicity**: 3
**Frontier orbital gap (spin up / spin down)**: 5.605 / 6.133 eV
**Total charge**: +3
**E_HOMO (spin up / spin down)**: -16.125 / -16.125 eV
**Energy above the lowest of the compared OMol25 structures with the same formula, charge and spin**: 0.117 eV

---

No. 3
Below is a molecular structure, C33H38AuN5P2Si2, with properties calculated with wB97M-V/def2-TZVPD.

Cartesian coordinates (Å):
Au  -0.1493  -1.8670  -0.5450
C  -3.9383  0.6598  -2.0996
Si  -3.0091  -0.9412  -1.8610
C  -2.0902  -1.4196  -3.4133
C  -4.1759  -2.3071  -1.3492
N  -1.7830  -0.6746  -0.6373
P  -1.8405  -0.1633  0.9050
C  -0.4406  -1.0824  1.4095
P  1.0809  -0.2156  1.7592
N  1.6727  0.6555  0.6436
Si  2.8905  1.2083  -0.3866
C  4.0068  2.4391  0.4898
C  3.9254  -0.2001  -1.0630
C  2.0929  2.0941  -1.8394
C  0.5106  0.7353  3.1994
C  -0.2338  0.1476  4.2225
C  -0.6892  0.9209  5.2798
C  -0.3837  2.2757  5.3301
C  0.3715  2.8584  4.3217
C  0.8096  2.0917  3.2518
C  2.1976  -1.4625  2.4426
C  3.5444  -1.1312  2.5654
C  4.4399  -2.0378  3.1115
C  3.9968  -3.2848  3.5287
C  2.6563  -3.6221  3.4069
C  1.7570  -2.7126  2.8705
C  -3.3138  -0.7183  1.7779
C  -3.2791  -1.9490  2.4310
C  -4.4362  -2.4725  2.9874
C  -5.6323  -1.7756  2.8879
C  -5.6731  -0.5489  2.2381
C  -4.5179  -0.0194  1.6861
C  -1.8357  1.6277  1.0141
C  -2.3568  2.2970  2.1205
C  -2.2706  3.6773  2.1985
C  -1.6555  4.3905  1.1785
C  -1.1168  3.7253  0.0851
C  -1.2009  2.3454  0.0014
H  -4.6847  0.5551  -2.8904
H  -3.2625  1.4714  -2.3767
H  -4.4639  0.9574  -1.1900
H  -2.7773  -1.5332  -4.2548
H  -1.5666  -2.3719  -3.2923
H  -1.3531  -0.6599  -3.6811
H  -4.9042  -2.5079  -2.1390
H  -4.7268  -2.0448  -0.4430
H  -3.6320  -3.2340  -1.1535
H  4.5141  1.9860  1.3450
H  3.4286  3.2906  0.8583
H  4.7758  2.8250  -0.1843
H  4.3713  -0.7955  -0.2626
H  4.7327  0.1629  -1.7039
H  3.3036  -0.8737  -1.6585
H  1.5287  2.9668  -1.5006
H  1.4037  1.4273  -2.3653
H  2.8397  2.4367  -2.5598
H  -0.4501  -0.9142  4.1926
H  -1.2709  0.4656  6.0712
H  -0.7301  2.8758  6.1621
H  0.6108  3.9134  4.3641
H  1.3741  2.5331  2.4387
H  3.8910  -0.1634  2.2222
H  5.4874  -1.7783  3.1944
H  4.6986  -4.0070  3.9239
H  2.3201  -4.6066  3.7044
H  0.7121  -2.9754  2.7581
H  -2.3400  -2.4850  2.4913
H  -4.4050  -3.4268  3.4964
H  -6.5355  -2.1874  3.3191
H  -6.6051  -0.0042  2.1626
H  -4.5543  0.9398  1.1851
H  -2.8137  1.7413  2.9301
H  -2.6728  4.1935  3.0602
H  -1.5888  5.4693  1.2394
H  -0.6259  4.2831  -0.7019
H  -0.7636  1.8177  -0.8358
N  4.0655  -5.9887  1.2745
C  3.8143  -5.0178  0.7012
N  3.6269  -3.8751  0.0495
C  2.4811  -3.4602  -0.2625
N  1.4683  -3.0152  -0.6628

**LUMO level (spin up / spin down)**: -0.0614 / -0.0614 Eh
**Frontier orbital gap (spin up / spin down)**: 6.647 / 6.648 eV
**E_HOMO (spin up / spin down)**: -8.319 / -8.320 eV
**Energy above the lowest of the compared OMol25 structures with the same formula, charge and spin**: 0.170 eV

---

No. 4
Below is 5 unconnected molecules or ions with the total composition C33H38BrN5O8S, with properties calculated with wB97M-V/def2-TZVPD.

Cartesian coordinates (Å):
C  -0.1421  -0.8459  1.9736
C  -1.0520  -1.0471  0.7426
C  -0.5714  -0.2627  -0.4813
C  -1.5873  -0.1600  -1.6304
C  -2.1179  -1.5760  -1.9000
C  -2.7082  0.9173  -1.4563
C  -4.1314  0.4333  -1.6694
C  -4.7008  -0.3734  -0.4872
C  -5.2687  -1.7020  -0.9598
O  -5.9012  -1.8397  -1.9707
O  -5.0110  -2.7727  -0.1770
O  -2.5349  1.7881  -2.6399
S  -1.3518  2.8285  -2.3697
O  -0.1050  2.3902  -2.8504
O  -1.7917  4.1207  -2.7276
O  -1.3971  2.6942  -0.7613
C  -2.5818  1.9824  -0.3542
C  -3.6681  3.0701  -0.3791
C  -3.3253  4.2845  0.4716
O  -2.4835  5.0906  0.2427
Br  -4.4667  4.5555  2.0611
O  -2.2314  1.5687  0.9515
C  -3.2247  1.2783  1.7263
N  -4.1010  1.1301  2.4925
H  0.4817  -1.7128  2.0952
H  -0.7667  -0.6746  2.8370
H  0.4704  0.0263  1.7915
H  -1.0301  -2.1036  0.4887
H  -2.0888  -0.8423  0.9924
H  0.2933  -0.7910  -0.8700
H  -0.2047  0.6972  -0.1381
H  -1.0300  0.0822  -2.5198
H  -2.6922  -1.9780  -1.0833
H  -2.6904  -1.5846  -2.8178
H  -1.2542  -2.1972  -2.0991
H  -4.7880  1.2754  -1.8288
H  -4.1988  -0.1415  -2.5777
H  -3.9553  -0.6122  0.2581
H  -5.5347  0.1612  -0.0501
H  -4.3680  -2.5415  0.4977
H  -3.8183  3.4361  -1.3840
H  -4.6343  2.6976  -0.0621
N  3.0501  -0.5258  2.2927
C  3.1447  0.1317  3.4461
C  4.2072  -0.0048  4.3257
C  5.2294  -0.8776  3.9899
C  5.1496  -1.5732  2.7952
C  4.0435  -1.3592  1.9872
H  2.3207  0.8015  3.6705
H  4.2313  0.5582  5.2487
H  6.0766  -1.0133  4.6501
H  5.9264  -2.2616  2.4934
H  3.9411  -1.8796  1.0408
N  -1.6341  -3.1505  3.8849
C  -1.5290  -4.3107  3.2402
C  -1.9304  -5.5269  3.7705
C  -2.4692  -5.5399  5.0464
C  -2.5849  -4.3435  5.7341
C  -2.1556  -3.1823  5.1097
H  -1.0981  -4.2543  2.2454
H  -1.8227  -6.4381  3.1985
H  -2.7940  -6.4685  5.4978
H  -2.9992  -4.3091  6.7321
H  -2.2307  -2.2230  5.6101
N  8.1020  -2.2622  0.8522
C  9.2677  -2.0873  1.4717
C  10.4614  -2.6438  1.0393
C  10.4438  -3.4306  -0.1001
C  9.2408  -3.6258  -0.7577
C  8.1051  -3.0205  -0.2427
H  9.2351  -1.4665  2.3606
H  11.3790  -2.4647  1.5822
H  11.3540  -3.8844  -0.4704
H  9.1826  -4.2328  -1.6504
H  7.1429  -3.1437  -0.7277
N  -2.9969  5.2823  -6.7135
C  -2.5547  6.1141  -7.6547
C  -1.5149  7.0107  -7.4633
C  -0.9008  7.0485  -6.2219
C  -1.3471  6.1925  -5.2292
C  -2.3927  5.3318  -5.5259
H  -3.0656  6.0529  -8.6096
H  -1.1963  7.6614  -8.2661
H  -0.0858  7.7352  -6.0314
H  -0.8977  6.1880  -4.2464
H  -2.7703  4.6456  -4.7825

**LUMO level**: 0.0096 Eh
**Frontier orbital gap**: 9.654 eV
**E_HOMO**: -9.394 eV
**SMILES**: CCC[C@@H](C)[C@]1(CCC(=O)O)OS(=O)(=O)O[C@]1(CC(=O)Br)OC#N.c1ccncc1.c1ccncc1.c1ccncc1.c1ccncc1

---

No. 5
Below is a molecular structure, C33H38BrN6O4PPbS, with properties calculated with wB97M-V/def2-TZVPD.

Cartesian coordinates (Å):
Pb  -0.2904  1.3209  0.3735
Br  -0.9824  -5.8995  3.3084
C  -0.9544  -4.0684  3.0808
C  -0.4381  -3.2451  4.1055
C  -0.4203  -1.8987  3.9305
C  -0.9163  -1.2712  2.7200
O  -0.8644  -0.0336  2.5985
C  -1.4641  -2.1487  1.6853
C  -2.1049  -1.7092  0.4401
N  -2.2312  -0.5178  -0.0007
C  -3.0143  -0.3165  -1.1793
C  -3.9533  -1.2193  -1.6128
C  -4.7064  -1.0071  -2.7826
C  -4.5259  0.1308  -3.5073
C  -3.6054  1.1109  -3.0685
C  -3.4237  2.3137  -3.7870
C  -2.5496  3.2493  -3.3269
C  -1.8586  2.9718  -2.1372
N  -1.9901  1.8684  -1.4404
C  -2.8526  0.9080  -1.8927
C  -1.4609  -3.5081  1.8980
H  -0.0677  -3.6990  5.0137
H  -0.0352  -1.2399  4.6967
H  -2.5074  -2.5485  -0.1320
H  -4.1633  -2.1097  -1.0379
H  -5.4302  -1.7486  -3.0885
H  -5.0949  0.3131  -4.4088
H  -3.9905  2.4754  -4.6946
H  -2.3808  4.1813  -3.8441
H  -1.1557  3.6985  -1.7494
H  -1.8712  -4.1702  1.1462
C  0.3775  -6.4878  -3.7480
C  0.5788  -5.0164  -3.5379
C  0.2003  -4.3999  -2.3459
C  0.3725  -3.0412  -2.1571
C  0.9554  -2.2877  -3.1704
C  1.3527  -2.8792  -4.3666
C  1.1566  -4.2368  -4.5384
S  1.1271  -0.5599  -3.0275
O  -0.1476  0.1065  -3.0480
O  2.1724  -0.1150  -3.8969
N  1.5259  -0.3849  -1.3912
C  2.7588  0.1990  -1.1085
C  3.9491  -0.2570  -1.6830
C  5.1293  0.3370  -1.2717
C  5.0689  1.3764  -0.3566
C  3.8271  1.7633  0.1395
N  2.6880  1.1777  -0.1976
H  -0.0589  -6.9620  -2.8716
H  1.3250  -6.9804  -3.9657
H  -0.2830  -6.6665  -4.5969
H  -0.2292  -5.0023  -1.5556
H  0.0875  -2.5715  -1.2257
H  1.8173  -2.2836  -5.1391
H  1.4674  -4.7042  -5.4636
H  3.9450  -1.0594  -2.4033
H  6.0750  0.0099  -1.6801
H  5.9639  1.8903  -0.0379
H  3.7427  2.5824  0.8461
N  0.2859  3.9059  0.3865
C  -0.6464  4.7027  1.2100
C  -2.0102  4.0435  1.3275
N  -1.8593  2.6483  1.7720
H  1.1248  3.7166  0.9263
H  0.5591  4.3905  -0.4595
H  -0.7670  5.7075  0.8035
H  -0.2138  4.8040  2.2060
H  -2.5219  4.0293  0.3640
H  -2.6266  4.6227  2.0200
H  -2.7577  2.1879  1.8663
H  -1.3847  2.5998  2.6699
C  0.5303  2.0245  5.2535
P  1.7026  2.0723  3.8975
C  3.0026  3.2016  4.3948
C  2.4461  0.4413  3.8158
O  1.0438  2.4736  2.6028
H  0.9805  1.6150  6.1575
H  -0.3234  1.4137  4.9612
H  0.1806  3.0352  5.4663
H  3.5812  2.7938  5.2226
H  2.5667  4.1506  4.7055
H  3.6704  3.3859  3.5535
H  2.9462  0.1949  4.7522
H  3.1738  0.4122  3.0051
H  1.6757  -0.3032  3.6117

**LUMO level (spin up / spin down)**: -0.2817 / -0.2626 Eh
**Frontier orbital gap (spin up / spin down)**: 5.690 / 6.004 eV
**Total charge**: +2
**E_HOMO (spin up / spin down)**: -13.355 / -13.151 eV
**Energy above the lowest of the compared OMol25 structures with the same formula, charge and spin**: 0.000 eV